No. 1
{"formula": "C5H9N2", "method": "the ωB97M-V functional and the def2-TZVPD basis", "mol_weight_g_mol": 97.14, "orbital_gap_ev": 10.4, "homo_energy_ev": -14.0992, "charge": 1, "lumo_ev": -3.7412, "smiles": "C[N@H+]1C=CN2C[C@H]21", "e_tot_ha": -305.067027, "symbols": ["N", "N", "C", "C", "C", "C", "C", "H", "H", "H", "H", "H", "H", "H", "H", "H"], "positions_angstrom": [[0.548, -0.336, -0.612], [-1.817, 0.118, -0.241], [1.783, 0.125, 0.098], [-1.094, 1.248, 0.559], [-0.577, 0.700, -0.666], [-1.449, -1.179, 0.130], [-0.111, -1.398, 0.091], [-0.661, 0.890, 1.552], [0.830, -0.660, -1.607], [-0.323, 1.328, -1.525], [0.522, -2.174, 0.412], [2.518, 0.678, -0.580], [1.445, 0.901, 0.784], [2.114, -0.658, 0.650], [-1.472, 2.272, 0.466], [-2.257, -1.853, 0.489]], "forces_ev_per_a": [[0.3981, 0.4844, -1.2704], [0.0513, 1.7987, -1.1248], [-0.4946, 3.9301, -1.8515], [0.2358, -1.3604, 1.7095], [2.2829, 0.4579, -1.6715], [0.8527, -0.9934, 1.5740], [-2.2653, -0.4290, -0.2796], [-0.7327, 0.6724, -1.4423], [-0.7834, 0.6954, 1.8200], [-1.1336, -0.1680, -0.0124], [0.1707, -1.1748, 0.2376], [-0.9177, -1.3903, 0.7097], [0.0757, -0.1443, 0.1609], [1.6622, -2.2469, 1.2843], [-0.3625, -0.6750, 0.3077], [0.9603, 0.5433, -0.1513]], "lowdin_charge": [-0.084, 0.040, 0.042, 0.022, -0.254, -0.024, -0.030, 0.157, 0.238, 0.175, 0.121, 0.148, 0.097, 0.063, 0.134, 0.154]}

=====

No. 2
{"formula": "C5H9N2", "method": "the ωB97M-V functional and the def2-TZVPD basis", "mol_weight_g_mol": 97.14, "orbital_gap_ev": 9.1, "homo_energy_ev": -13.8511, "charge": 1, "lumo_ev": -4.7205, "e_tot_ha": -305.022260, "symbols": ["N", "N", "C", "C", "C", "C", "C", "H", "H", "H", "H", "H", "H", "H", "H", "H"], "positions_angstrom": [[2.740, 0.433, 0.043], [0.493, -0.464, -0.225], [-2.289, -0.921, 0.393], [-1.689, 1.381, -0.677], [-1.593, 0.201, -0.164], [3.796, -0.107, -0.230], [1.432, 0.091, 0.451], [-2.208, -1.869, -0.235], [3.960, -1.177, -0.013], [4.632, 0.499, -0.503], [-2.728, 1.729, -1.007], [-3.319, -0.481, 0.171], [1.310, 0.348, 1.513], [-0.908, 2.020, -1.015], [0.562, -0.708, -1.144], [-2.398, -1.238, 1.386]], "forces_ev_per_a": [[-5.5019, 1.4479, 0.4371], [-2.2651, 2.2433, 3.2590], [-2.1572, -0.7999, -3.2650], [-1.5918, 0.1669, -1.0240], [1.9466, -0.7798, 1.0629], [2.0795, -2.3566, 0.6909], [2.8719, -0.3612, -0.0208], [0.0451, 1.3361, 0.6021], [0.0792, 0.2398, -0.4372], [0.5193, 0.2687, -0.4705], [1.3189, -0.5567, 0.8964], [0.5694, -0.7475, 0.1100], [-0.4332, 0.0884, -0.5582], [0.6671, 0.1594, 0.0040], [0.9761, -0.6958, -3.0208], [0.8761, 0.3469, 1.7341]], "lowdin_charge": [0.050, 0.147, -0.050, 0.089, -0.075, 0.017, -0.169, 0.132, 0.112, 0.090, 0.145, 0.142, 0.145, 0.083, 0.061, 0.081]}

=====

No. 3
{"formula": "C5H9N2", "method": "the ωB97M-V functional and the def2-TZVPD basis", "mol_weight_g_mol": 97.14, "orbital_gap_ev": 11.2, "homo_energy_ev": -14.6593, "charge": 1, "lumo_ev": -3.4878, "e_tot_ha": -305.068470, "symbols": ["N", "N", "C", "C", "C", "C", "C", "H", "H", "H", "H", "H", "H", "H", "H", "H"], "positions_angstrom": [[-0.886, 0.536, -0.666], [0.263, -1.711, -0.783], [-0.155, -2.095, 0.379], [1.780, 0.491, -0.575], [0.396, -0.333, -0.308], [-0.159, -0.727, 1.016], [-1.486, 0.149, 0.670], [-0.588, 1.588, -0.693], [-0.228, -3.174, 0.688], [2.572, -0.269, -0.651], [1.510, 0.887, -1.682], [-1.375, 0.298, -1.618], [0.351, -0.680, 2.024], [-1.677, 0.931, 1.388], [-2.371, -0.421, 0.452], [1.891, 1.280, 0.178]], "forces_ev_per_a": [[1.0322, 2.1540, -1.4256], [-0.0138, 0.1286, -0.5789], [0.6831, -0.5210, -0.1995], [-3.5078, -1.2560, -2.5892], [2.4328, 1.5118, -1.0951], [-1.6513, -0.3145, 2.4580], [0.9811, -1.7915, 0.1854], [-0.8170, -2.3516, -0.1184], [-0.3912, 1.2894, -0.1879], [-0.1142, 0.6580, 0.2013], [1.3072, -0.4914, 2.5078], [0.9030, 0.3686, 2.4230], [-0.7037, 0.5981, -1.2169], [0.0299, 0.5474, -0.3374], [-0.3669, -0.2745, 0.3716], [0.1967, -0.2554, -0.3983]], "lowdin_charge": [0.116, 0.153, -0.032, 0.040, -0.437, -0.145, -0.007, 0.210, 0.151, 0.087, 0.133, 0.230, 0.170, 0.127, 0.124, 0.080]}